The following is a quantum chemistry calculation of a cluster of 7 separate species, C48H93Cl2FN2O19P2S2 in total at a distorted geometry, from the OMol25 dataset.

The geometry in XYZ format:
```
169
Properties=species:S:1:pos:R:3:forces:R:3:lowdin_charge:R:1
C 0.236524 -4.851180 2.870430 -0.08 0.10 -0.29 -0.078
C -0.139320 -4.837548 1.377886 -0.29 0.25 0.74 -0.128
C 1.046227 -5.059147 0.492047 1.08 -0.94 0.25 -0.462
O 2.028059 -5.637543 0.895381 -0.44 0.46 -0.31 0.129
O 0.995213 -4.643581 -0.813978 -0.96 0.32 0.40 -0.015
C 1.734349 -3.443390 -1.045399 0.82 -0.38 -0.42 -0.172
C 1.932908 -3.281899 -2.551925 0.07 -0.10 0.70 -0.059
C 0.832642 -2.452604 -3.197071 -0.03 -0.01 0.29 -0.439
F -0.359472 -2.831165 -2.562801 -0.13 -0.09 0.23 0.041
N 0.635456 -2.669642 -4.588013 -0.38 -0.64 0.24 0.015
C 0.581717 -4.080590 -5.008042 0.86 0.72 -0.50 -0.133
C 1.866962 -4.389741 -5.756368 0.15 -0.25 -0.12 -0.244
O 1.950807 -5.207785 -6.632726 -0.09 -0.06 0.06 0.055
C 1.085188 -0.920974 -2.845740 0.43 -0.77 -1.73 -0.271
O 0.115941 -0.554760 -1.937589 1.11 0.49 0.51 -0.143
C 0.285094 0.565288 -1.019805 -1.55 -0.29 0.48 -0.503
C -0.526812 1.728657 -1.691509 0.35 0.16 0.56 -0.173
C -1.235309 2.778131 -0.818024 -0.30 0.65 -0.60 -0.316
C -2.772854 2.837342 -0.963990 1.07 -0.12 0.15 -0.477
S -3.733119 1.883184 0.212864 -0.77 -0.23 -0.27 0.926
C -3.710903 2.796330 1.710656 0.32 0.23 -0.88 -1.049
S -2.617301 3.999842 1.957829 -0.15 0.43 0.13 0.720
N -4.664905 2.373596 2.601817 1.55 -0.11 0.81 -0.190
C -4.705847 3.167364 3.832106 -1.41 -0.01 0.60 -0.281
C -5.369669 4.539044 3.642680 0.93 -0.45 -0.34 -0.096
C -4.584311 0.918608 2.860427 -1.00 -0.89 -0.57 -0.249
C -5.791766 0.185611 2.289852 -0.06 0.09 0.20 -0.085
C 1.711330 1.021822 -0.742192 0.33 0.08 -0.75 -0.594
Cl 2.777449 -0.264860 -0.017752 -0.12 0.07 -0.05 0.720
C 2.013171 2.307593 0.041080 0.35 -0.21 0.51 -0.711
C 1.476548 2.453383 1.452836 0.07 0.26 -0.01 -0.113
Cl 1.848581 3.808643 -0.946733 -0.22 -0.14 -0.07 0.677
P -0.768765 0.003821 0.478674 -0.59 0.96 0.91 1.052
C 0.246616 -0.714633 1.845059 -0.13 -0.96 -0.54 -0.298
C -1.746805 -1.465175 -0.069468 0.48 0.33 0.10 -0.386
C -2.762656 -1.183922 -1.181806 -0.06 -0.43 0.39 -0.138
P 1.043938 0.071026 -4.416188 -0.97 0.20 -0.20 0.486
O -0.286768 0.144333 -5.016802 -0.62 -0.40 -0.21 -0.251
O 1.534184 1.548075 -4.064849 1.09 0.32 0.06 -0.130
O 2.190950 -0.454215 -5.398896 0.26 0.20 0.39 -0.117
H -0.335849 -4.085789 3.380944 -0.06 0.13 0.20 0.065
H -0.001674 -5.800630 3.330311 0.08 -0.23 0.10 0.071
H 1.293231 -4.661526 3.003268 0.16 0.06 0.11 0.071
H -0.661208 -3.912215 1.165829 0.07 0.19 -0.47 0.087
H -0.875052 -5.624132 1.242986 -0.06 -0.19 -0.54 0.126
H 2.725840 -3.606041 -0.626596 0.12 0.13 0.26 0.127
H 1.297675 -2.562427 -0.581845 -0.35 -0.03 0.08 0.083
H 2.028713 -4.295352 -2.924867 -0.14 -0.08 -0.30 0.120
H 2.908899 -2.820105 -2.653035 0.09 0.26 -0.47 0.128
H -0.283557 -2.289926 -4.785435 0.12 0.53 -0.22 0.118
H 0.437485 -4.781937 -4.192483 -0.22 -0.19 0.07 0.125
H -0.198078 -4.176486 -5.751500 -0.36 -0.25 0.04 0.131
H 2.749796 -3.777236 -5.488194 -0.07 0.08 0.15 0.124
H 2.127621 -0.897401 -2.530810 0.00 0.32 0.62 0.096
H 0.158226 2.255121 -2.348844 0.03 -0.02 -0.14 0.068
H -1.261122 1.269122 -2.340625 -0.07 -0.33 -0.10 0.101
H -0.973507 2.805102 0.226601 0.15 -0.29 0.16 0.008
H -0.926407 3.748964 -1.197091 0.21 0.16 0.00 0.081
H -3.016533 2.457864 -1.953136 -0.38 -0.29 -0.02 0.076
H -3.081772 3.874323 -0.963220 -0.27 0.17 0.34 0.064
H -3.749225 3.237345 4.342963 0.36 0.01 -0.28 0.095
H -5.357933 2.625410 4.510419 -0.02 -0.28 0.09 0.104
H -6.336564 4.567416 4.117358 -0.25 0.10 0.13 0.057
H -4.702263 5.274489 4.070535 -0.17 0.44 0.07 0.059
H -5.456493 4.731988 2.579141 -0.13 0.22 -0.12 0.060
H -3.693200 0.461459 2.436464 0.32 0.33 -0.10 0.086
H -4.548812 0.722498 3.925111 0.13 0.33 0.30 0.114
H -5.995146 0.489814 1.272134 0.00 0.05 -0.23 0.041
H -6.670243 0.400367 2.891467 -0.22 0.03 0.05 0.074
H -5.629640 -0.886914 2.276457 0.03 -0.20 0.05 0.068
H 2.193939 1.202951 -1.699168 -0.08 -0.10 -0.27 0.073
H 3.085777 2.269823 0.161768 0.30 -0.03 -0.11 0.057
H 1.603759 3.486168 1.752977 -0.12 0.22 0.09 0.076
H 0.445007 2.160712 1.608321 -0.18 0.03 -0.14 0.038
H 2.118984 1.875798 2.109765 -0.03 -0.28 0.11 0.076
H -0.458564 -1.281761 2.451710 -0.33 0.08 0.06 0.031
H 0.698132 0.010302 2.505436 0.21 0.26 -0.11 0.017
H 0.968526 -1.451645 1.507752 0.30 0.01 0.11 -0.012
H -2.310424 -1.721151 0.827084 0.01 -0.01 0.25 0.072
H -1.096691 -2.311921 -0.265597 0.08 -0.09 -0.37 0.042
H -3.722722 -0.989668 -0.723555 -0.24 0.23 -0.01 0.031
H -2.891192 -2.087728 -1.765434 0.05 -0.06 -0.34 0.073
H -2.506358 -0.359152 -1.832431 0.16 0.03 -0.19 0.050
H 2.253031 1.811389 -4.671814 -0.15 0.06 0.46 0.090
H 1.939168 -0.126091 -6.271496 0.15 -0.24 -0.35 0.095
O 4.931798 2.475950 -5.452661 -0.01 -0.01 0.24 0.082
C 5.495947 2.729778 -4.413513 -0.62 0.26 -0.36 -0.537
O 6.206123 1.772561 -3.823836 0.34 -0.48 -0.03 0.012
C 7.047303 2.030014 -2.696422 0.15 0.07 0.43 -0.229
C 6.285328 1.978647 -1.389037 -0.37 -0.20 -0.08 -0.058
C 5.337222 4.065392 -3.734842 0.37 0.29 -0.11 0.022
H 7.580106 2.971639 -2.822968 -0.05 0.02 0.06 0.105
H 7.799390 1.241725 -2.713358 -0.06 -0.08 -0.13 0.119
H 5.513818 2.748643 -1.345097 0.09 0.09 0.03 0.072
H 6.960277 2.125054 -0.553138 0.02 0.09 0.01 0.051
H 5.782602 1.015357 -1.272603 0.06 -0.03 -0.09 0.076
H 4.423511 4.048571 -3.139386 0.01 0.00 0.02 0.081
H 5.245621 4.829096 -4.503411 -0.19 -0.08 -0.04 0.094
H 6.176159 4.344624 -3.101812 -0.12 -0.06 0.14 0.075
O 8.455732 3.993801 -0.544347 0.03 0.14 -0.03 0.092
C 9.551043 3.629957 -0.205152 0.15 -0.23 -0.16 -0.515
O 10.521469 4.543414 -0.062533 -0.08 0.32 0.16 0.008
C 11.803738 4.259955 0.513761 0.27 -0.13 -0.04 -0.225
C 12.769263 3.710435 -0.513693 -0.14 -0.06 -0.23 -0.058
C 9.883820 2.167716 -0.024245 -0.05 -0.02 0.53 0.022
H 11.705838 3.606398 1.381208 -0.07 -0.07 -0.05 0.116
H 12.167457 5.215924 0.885796 -0.15 0.08 -0.03 0.122
H 12.427131 2.757551 -0.917531 0.08 -0.08 0.12 0.049
H 13.755311 3.559999 -0.075403 -0.01 -0.01 0.03 0.086
H 12.858198 4.404530 -1.350277 0.04 0.07 0.06 0.084
H 10.137468 1.737407 -0.992326 0.05 0.01 0.00 0.088
H 9.006722 1.661316 0.371695 -0.10 0.01 -0.17 0.087
H 10.693860 1.978950 0.674625 0.15 -0.02 -0.19 0.074
O 12.658733 0.053908 -0.581494 -0.08 0.02 0.26 0.095
C 12.179239 -0.662050 -1.417056 0.23 0.01 -0.48 -0.536
O 11.643037 -1.837757 -1.055780 -0.16 0.03 0.38 0.004
C 10.882917 -2.665727 -1.942501 0.00 -0.20 -0.22 -0.232
C 11.772601 -3.574097 -2.764576 0.16 0.08 -0.01 -0.062
C 12.247854 -0.299572 -2.883985 -0.49 0.14 -0.07 0.015
H 10.218902 -2.062348 -2.563055 0.06 0.05 -0.02 0.112
H 10.244123 -3.266427 -1.297961 0.04 0.08 0.13 0.124
H 12.439078 -3.005426 -3.413195 -0.06 0.01 -0.06 0.068
H 11.170648 -4.236967 -3.385949 -0.02 0.00 0.01 0.084
H 12.399040 -4.179419 -2.109956 -0.06 -0.04 0.03 0.085
H 13.211143 -0.615960 -3.280754 0.01 -0.01 0.00 0.098
H 12.166201 0.781349 -2.972649 0.20 0.02 0.07 0.084
H 11.450423 -0.728190 -3.486411 0.11 -0.14 -0.03 0.071
O -5.804130 -2.287861 -0.086759 0.17 0.01 0.11 0.090
C -6.819731 -2.124332 -0.705299 -0.32 -0.25 0.00 -0.516
O -7.379108 -0.901310 -0.718652 0.29 0.25 -0.05 -0.005
C -8.471967 -0.547688 -1.570284 -0.32 0.02 -0.03 -0.231
C -9.797241 -0.933421 -0.951951 -0.02 -0.20 0.11 -0.060
C -7.526673 -3.270325 -1.390042 0.14 0.05 -0.38 0.023
H -8.342418 -0.970245 -2.567869 0.04 -0.08 0.03 0.113
H -8.413986 0.533805 -1.683501 0.15 0.01 0.09 0.122
H -9.872750 -2.012000 -0.812058 -0.08 0.00 -0.06 0.052
H -10.627070 -0.608620 -1.580505 0.02 0.02 -0.02 0.083
H -9.903302 -0.475602 0.031678 0.01 0.09 -0.03 0.085
H -8.156617 -3.782781 -0.662147 -0.04 0.03 -0.01 0.082
H -6.772683 -3.961986 -1.758234 0.06 -0.04 0.18 0.091
H -8.132552 -2.973231 -2.242411 -0.13 0.02 0.12 0.073
O -6.402719 3.959062 6.861628 0.00 -0.11 -0.15 0.110
C -6.355532 5.072861 7.302114 0.13 0.07 0.34 -0.522
O -5.959013 6.077092 6.498239 -0.11 -0.05 -0.28 -0.013
C -6.046081 7.457894 6.852064 0.11 0.21 0.16 -0.233
C -4.838729 7.910955 7.646561 0.06 -0.12 0.09 -0.064
C -6.646066 5.360660 8.757440 -0.43 0.18 -0.04 0.013
H -6.984776 7.669118 7.366621 0.01 -0.06 0.05 0.113
H -6.081589 7.995976 5.906287 -0.01 -0.13 -0.08 0.124
H -4.760393 7.381305 8.596253 -0.06 0.05 0.03 0.067
H -4.895787 8.980092 7.852210 -0.01 0.01 -0.02 0.081
H -3.924727 7.709157 7.088470 -0.02 0.05 -0.06 0.085
H -5.742054 5.183538 9.338222 0.02 0.01 -0.01 0.096
H -7.420979 4.675536 9.091041 0.12 -0.16 -0.01 0.090
H -7.006093 6.368871 8.948555 0.17 0.04 0.01 0.069
O -11.056794 -4.266344 0.093038 0.08 0.21 -0.10 0.106
C -10.868369 -5.298386 0.672604 -0.16 -0.31 -0.07 -0.525
O -9.601978 -5.661381 0.951637 0.20 0.25 0.06 -0.008
C -9.263547 -6.764838 1.796066 0.04 -0.29 0.03 -0.233
C -9.235781 -8.070828 1.029823 -0.11 0.02 -0.13 -0.064
C -12.003123 -6.234365 1.016483 -0.03 0.09 0.45 0.014
H -9.923736 -6.805949 2.663337 -0.07 0.01 -0.05 0.114
H -8.267586 -6.542614 2.174714 0.00 0.14 -0.06 0.124
H -10.215780 -8.318787 0.621593 -0.03 -0.03 0.08 0.067
H -8.916305 -8.886964 1.677937 0.01 0.01 0.01 0.082
H -8.545359 -7.999238 0.189696 0.06 0.01 0.05 0.084
H -12.218452 -6.858941 0.150783 0.02 -0.01 -0.01 0.097
H -12.879705 -5.634860 1.247231 -0.02 0.06 -0.19 0.091
H -11.811765 -6.867274 1.879634 0.07 -0.11 -0.11 0.070
```
Positions in Å, forces in eV/Å.

Calculated values
**Largest force on an atom**: 1.939 eV/A
**Gap between HOMO and LUMO**: 7.52 eV
**Total charge**: 0
**E_HOMO**: -7.3 eV



The following is a quantum chemistry calculation of a structure of composition C29H38N4O2P2Pd at a distorted geometry, from the OMol25 dataset.

The geometry in XYZ format:
```
76
Properties=species:S:1:pos:R:3:forces:R:3:lowdin_spin:R:1
Pd 2.138939 -1.313179 -0.063125 -1.36 0.72 -0.02 0.707
C 6.202073 -1.783849 0.506018 0.67 1.05 0.14 0.004
C 6.130231 -0.823436 -0.425290 1.34 -0.12 0.49 0.002
C 6.595412 -0.975758 -1.854783 -0.15 -0.14 -0.18 0.002
C 6.145754 -2.281336 -2.570779 0.33 0.15 -0.07 0.003
C 4.758016 -2.717234 -2.162497 -0.21 -0.36 -0.60 0.027
C 4.396613 -3.424006 -1.084707 -0.07 -0.45 -0.70 0.022
C 5.305366 -4.061747 -0.090282 0.00 0.08 0.74 0.001
C 6.535796 -3.211448 0.274435 -0.08 -0.59 0.10 0.000
C 0.070476 -1.767508 -0.012664 -1.23 -1.51 -0.07 0.205
H 6.202907 -1.477883 1.555968 -0.51 -0.07 -0.43 0.000
H 6.049744 0.211835 -0.070275 0.05 -0.54 0.00 0.000
H 7.701042 -0.940047 -1.900932 -0.40 0.12 0.14 0.000
H 6.247127 -0.121492 -2.451574 0.19 -0.06 0.16 0.000
H 6.125492 -2.033151 -3.643045 0.06 -0.34 0.20 0.000
H 6.929508 -3.046893 -2.436770 -0.55 0.17 -0.06 0.001
H 4.021544 -2.450437 -2.939255 0.22 -0.30 0.91 0.001
H 3.350531 -3.680075 -0.891664 0.33 0.27 -0.50 0.011
H 5.670572 -5.057319 -0.388320 -0.28 0.23 -0.26 0.000
H 4.683376 -4.249275 0.802330 0.41 0.13 -0.07 0.001
H 6.918781 -3.629622 1.211403 0.27 0.07 -0.23 0.000
H 7.286905 -3.329148 -0.515879 -0.03 0.03 0.36 0.000
H -0.382711 -1.745678 0.992897 0.16 -0.05 -0.42 0.024
H -0.103118 -2.771890 -0.411250 -0.26 0.20 0.07 0.022
H -0.437051 -1.043168 -0.656055 0.11 -0.27 0.30 0.004
P 2.066014 -0.728236 -2.344692 -2.84 -2.04 -0.51 0.173
P 3.310121 0.556780 0.437012 1.16 0.22 2.62 0.047
N 1.815382 -2.453892 -3.223540 0.28 0.47 0.70 0.020
N 0.849290 0.015060 -3.381487 -0.08 0.56 -0.61 0.041
N 4.231858 0.058665 1.999100 0.58 -0.27 -0.26 0.029
N 2.801329 2.110088 1.191438 0.12 0.35 -1.17 -0.007
C 3.530321 0.344710 -2.549361 0.69 -0.17 -0.33 0.034
C 3.916135 1.168727 -1.265793 0.61 0.81 0.08 0.031
C 1.517949 -3.532432 -2.393577 0.59 -0.45 -0.38 0.010
C 1.688607 -4.732802 -3.059622 -0.25 1.42 0.29 0.000
C 2.044031 -4.400172 -4.395141 -0.02 1.20 0.32 0.004
C 2.092131 -3.002033 -4.481347 0.25 -0.75 0.35 0.001
C -0.477587 -0.442805 -3.435115 0.43 0.60 -0.49 0.002
C -1.069182 0.013760 -4.595305 0.57 -0.19 0.68 0.003
C -0.099308 0.787952 -5.302496 1.01 -0.06 0.73 0.002
C 1.065444 0.781234 -4.542872 -0.81 -0.32 -0.07 0.008
C 3.879212 -1.165099 2.575151 1.16 0.04 0.43 0.019
C 4.731431 -1.471426 3.628839 -0.85 0.51 -1.21 0.002
C 5.685473 -0.422289 3.708140 -0.59 0.95 -1.04 0.004
C 5.352763 0.505675 2.707335 0.04 -0.88 0.63 0.002
C 3.290814 2.842072 2.287955 -0.49 0.53 -0.38 -0.001
C 2.822081 4.148724 2.209832 0.24 -1.29 -0.43 -0.001
C 2.022100 4.240563 1.032800 0.08 -1.00 -0.54 -0.001
C 2.030688 2.991233 0.426958 0.41 0.74 0.83 0.001
H 3.349469 1.070216 -3.361069 0.25 -0.43 0.36 0.001
H 4.370183 -0.315864 -2.835263 -0.47 0.50 0.07 0.003
H 5.012534 1.270260 -1.246230 -0.47 0.04 -0.09 -0.001
H 3.537397 2.197290 -1.374232 0.03 -0.38 0.09 0.004
H 1.248036 -3.377364 -1.368619 0.15 0.05 -0.03 0.007
H 1.574155 -5.694834 -2.582388 -0.08 -0.01 -0.27 0.000
H 2.244229 -5.129116 -5.161870 -0.04 0.24 -0.30 0.000
H 2.267240 -2.373505 -5.336937 0.12 0.08 -0.01 0.000
H -0.879378 -1.004591 -2.610747 0.00 -0.24 -0.14 0.001
H -2.086166 -0.187301 -4.899346 0.09 0.06 0.07 0.000
H -0.230402 1.288105 -6.255769 0.04 -0.05 0.27 0.001
H 2.012980 1.289021 -4.683415 -0.33 -0.20 -0.23 0.000
H 3.020497 -1.707932 2.242384 0.03 -0.19 -0.10 0.017
H 4.622125 -2.340416 4.260692 0.11 0.09 -0.04 0.000
H 6.501180 -0.374137 4.415869 -0.06 0.27 -0.12 0.001
H 5.756809 1.474161 2.493500 0.36 0.08 -0.12 0.000
H 3.880096 2.379086 3.058107 -0.07 -0.05 -0.09 0.000
H 3.066363 4.950765 2.890398 -0.11 -0.17 0.06 0.000
H 1.516537 5.113061 0.642269 0.01 -0.10 0.12 0.000
H 1.574009 2.646016 -0.486567 -0.04 0.16 0.05 0.001
C -0.637935 1.256566 0.170938 0.58 -0.39 1.02 0.004
O -0.066108 0.708179 1.420585 -0.54 0.32 -0.82 0.079
C 0.992549 -0.110241 1.565197 0.48 1.64 1.97 0.276
O 1.445347 -0.273746 2.687435 -1.59 -0.25 -2.13 0.141
H -0.795135 2.322477 0.391314 0.11 -0.44 -0.16 0.001
H -1.591662 0.761730 -0.024105 0.17 0.01 0.11 0.001
H 0.030378 1.127427 -0.687291 -0.01 -0.06 0.21 0.003
```
Positions in Å, forces in eV/Å.

Calculated values
**Spin multiplicity**: 3
**Energy above the lowest of the compared OMol25 structures with the same formula, charge and spin**: 94.9 kcal per mole
**Largest force on an atom**: 3.538 eV/A
**Gap between HOMO and LUMO (alpha / beta)**: 5.37 / 6.13 eV
**Total charge**: 0
**E_HOMO (alpha / beta)**: -5.7 / -7.7 eV



Which of these has the highest largest force on an atom?
C29H38N4O2P2Pd